{"formula": "CH4N3S2", "method": "ωB97M-V/def2-TZVPD", "elements": ["N", "S", "N", "C", "H", "N", "H", "H", "S", "H"], "coordinates": [[-1.09, -0.50, 0.55], [2.28, -1.07, -1.59], [0.73, -1.23, -0.83], [0.07, -0.37, -0.06], [-1.34, 0.30, 1.14], [-0.29, 2.10, 0.71], [0.35, -2.26, -0.84], [-1.55, -1.40, 0.33], [0.82, 1.35, -0.08], [0.02, 3.10, 0.66]], "charge": 1, "gap_ev": [9.00, 6.36], "relative_energy_ev": 1.509, "e_homo_ev": [-14.5719, -13.2786]}

{"formula": "C34H26I2N4O2P2ScSe2", "method": "ωB97M-V/def2-TZVPD", "elements": ["H", "C", "C", "C", "C", "H", "C", "C", "H", "Sc", "Se", "H", "C", "H", "C", "Se", "C", "N", "H", "H", "C", "C", "H", "C", "H", "H", "N", "C", "H", "C", "O", "C", "C", "H", "H", "C", "I", "N", "I", "H", "C", "H", "H", "H", "P", "C", "H", "C", "C", "H", "C", "C", "N", "H", "H", "P", "C", "C", "C", "C", "C", "H", "C", "H", "C", "C", "O", "H", "C", "C", "C", "H", "H"], "coordinates": [[1.27, -0.96, 3.94], [-0.57, 6.40, -0.18], [-3.11, -2.17, -7.36], [-0.61, -2.83, 3.58], [-1.59, -3.27, 4.54], [1.45, 3.29, 1.09], [-0.05, 5.39, -1.02], [5.90, -3.28, -3.00], [6.46, -3.93, -3.67], [-1.52, -2.71, -2.32], [0.06, -3.25, 0.09], [-2.58, -0.27, 2.28], [-1.78, -3.14, -5.06], [2.97, 4.14, 2.86], [-1.31, -3.46, -6.41], [-3.43, 1.83, 1.42], [-2.96, -2.92, 4.40], [-1.28, 0.18, -2.11], [-1.54, -2.96, -8.49], [-0.78, 0.91, 4.06], [1.33, 2.93, 2.10], [-1.92, -2.87, -7.47], [-4.47, -1.25, -5.96], [2.25, 3.31, 3.01], [2.74, 3.07, 5.08], [0.40, -3.29, 3.56], [-0.97, -0.88, -1.30], [-1.42, 6.10, 0.88], [-4.34, -1.72, 3.24], [-1.03, 3.73, 0.48], [-1.06, -3.57, -4.11], [-3.74, -1.51, -8.46], [-2.26, -1.25, 2.79], [0.33, 3.22, -1.23], [5.29, 0.01, 2.75], [2.56, -0.52, 0.80], [4.72, -2.02, -4.21], [-1.14, 1.35, -1.47], [5.09, -4.55, -1.52], [-3.13, -1.87, -3.96], [1.74, -0.96, 1.83], [6.65, -2.63, -2.51], [2.25, -0.31, -0.24], [4.61, -0.14, 0.27], [-1.14, 2.10, 1.25], [-2.81, -2.21, -4.97], [-0.17, 7.43, -0.38], [1.08, 1.89, 4.64], [2.08, 2.78, 4.28], [-1.27, -3.84, 5.40], [3.38, -0.46, 3.50], [-3.61, -1.87, -6.10], [-4.14, -1.09, -9.49], [-3.69, -3.35, 5.07], [0.47, 5.71, -1.97], [0.08, -1.43, 1.30], [-0.22, 4.03, -0.66], [-3.28, -1.92, 3.45], [-0.75, 1.06, -0.14], [-1.66, 4.75, 1.19], [-0.96, -1.79, 2.71], [1.11, 1.47, 5.65], [-0.57, -0.38, -0.03], [-1.86, 6.92, 1.33], [3.90, -0.36, 1.08], [0.07, 1.56, 3.77], [-3.06, -3.39, -1.78], [3.72, -0.22, 4.43], [2.09, -0.90, 3.26], [0.17, 2.09, 2.45], [4.29, -0.25, 2.42], [-0.47, -4.15, -6.66], [-2.26, 4.40, 2.03]], "charge": 1, "gap_ev": [3.60, 3.54], "relative_energy_ev": 0.482, "e_homo_ev": [-9.8855, -9.8880]}

{"formula": "C21H30N2O7", "method": "ωB97M-V/def2-TZVPD", "elements": ["H", "C", "C", "H", "H", "C", "C", "H", "H", "H", "H", "H", "C", "H", "C", "H", "O", "C", "O", "C", "H", "H", "C", "H", "C", "H", "H", "H", "C", "O", "H", "C", "H", "O", "H", "H", "C", "C", "H", "H", "C", "N", "H", "H", "C", "H", "O", "C", "C", "C", "H", "C", "N", "O", "H", "O", "C", "H", "H", "H"], "coordinates": [[-3.88, 0.33, -2.16], [2.34, -3.82, 0.96], [1.26, 4.04, 0.09], [0.45, -3.53, -0.02], [-4.69, -3.13, 1.73], [-2.02, 0.97, -1.33], [1.92, 1.82, 1.01], [2.13, 5.88, -1.28], [1.24, 5.41, -2.76], [1.90, -4.26, 1.84], [0.42, 6.34, -1.48], [3.88, -2.24, -2.19], [0.63, 0.61, 2.82], [3.35, 0.19, 2.68], [1.17, 5.57, -1.69], [0.45, -0.37, 3.27], [2.04, 4.72, 0.70], [-4.31, -1.03, 0.14], [0.76, 4.34, -1.11], [-1.39, 1.77, -0.16], [-6.46, -2.81, 1.77], [2.54, 1.65, 0.12], [4.26, -3.10, -0.27], [-5.22, 0.86, 0.05], [1.19, -2.45, -2.38], [0.95, -0.09, 0.82], [2.51, -1.32, 2.31], [-0.34, 1.04, 2.58], [2.77, -0.33, 1.92], [-3.57, -1.86, -0.32], [3.39, -0.47, 1.04], [-0.29, -0.66, -1.91], [0.34, 1.67, -1.21], [0.50, 0.16, -2.34], [0.10, 2.91, 1.47], [-2.07, -1.13, -1.02], [1.52, -3.42, -0.08], [-4.21, 0.46, -0.02], [0.99, -3.31, -3.02], [-1.69, 1.47, -2.25], [0.73, 2.70, 0.60], [-0.10, 2.05, -0.38], [1.66, -1.65, -2.97], [5.33, -2.97, -0.34], [1.51, 0.46, 1.59], [-3.64, 0.85, 0.82], [-0.09, -2.00, -1.93], [2.07, -2.85, -1.23], [3.45, -2.69, -1.31], [-3.55, 0.94, -1.32], [-5.65, -3.30, 0.25], [3.71, -3.67, 0.87], [-1.47, -0.37, -1.34], [-5.36, -1.35, 0.90], [1.12, 1.24, 3.56], [-2.00, 2.10, 0.85], [-5.55, -2.74, 1.18], [2.51, 2.37, 1.74], [-3.89, 1.97, -1.49], [4.35, -3.99, 1.68]], "gap_ev": 9.96, "relative_energy_ev": 0.069, "e_homo_ev": -9.2887}

{"formula": "C2H4N4", "method": "ωB97M-V/def2-TZVPD", "elements": ["N", "C", "N", "N", "H", "H", "H", "H", "C", "N"], "coordinates": [[0.69, -0.82, 0.17], [1.98, -0.81, 0.26], [2.41, 0.39, -0.19], [0.35, 0.37, -0.39], [-1.86, 0.61, -0.85], [2.53, -1.60, 0.46], [-2.91, -0.57, 0.29], [-2.12, 0.99, 0.84], [-2.44, 0.37, 0.02], [1.39, 1.08, -0.59]], "gap_ev": [8.84, 5.33], "relative_energy_ev": 6.830, "e_homo_ev": [-10.6232, -9.5427]}

{"formula": "C14H23BN6OSr", "method": "ωB97M-V/def2-TZVPD", "elements": ["N", "H", "H", "C", "H", "H", "H", "C", "H", "H", "C", "H", "C", "H", "H", "H", "H", "H", "N", "Sr", "C", "N", "C", "C", "B", "H", "H", "H", "C", "C", "H", "H", "C", "H", "H", "C", "N", "C", "O", "H", "H", "C", "H", "C", "N", "N"], "coordinates": [[2.75, -1.61, 0.10], [-3.82, 1.69, 0.30], [3.24, 1.40, 1.16], [0.58, -0.59, -3.49], [4.58, -2.66, 0.27], [-2.29, 1.92, -1.65], [-2.74, 0.88, 2.31], [-1.12, 3.78, 1.24], [0.76, -1.99, -5.25], [-0.48, 2.16, -1.41], [4.06, -1.72, 0.42], [-0.74, 4.13, 0.26], [0.85, -1.81, -4.16], [-1.42, -4.45, 2.76], [-4.03, 3.25, 1.22], [-1.22, 1.62, 2.91], [-1.69, 4.54, 1.79], [1.64, -3.75, -3.22], [1.27, -2.08, -1.96], [-0.09, 0.11, -0.21], [1.28, -2.71, -3.17], [0.57, -2.87, 0.60], [3.35, 0.38, 0.88], [-0.96, -2.32, 2.15], [1.70, -2.62, -0.50], [0.17, 0.33, -3.85], [5.49, -0.19, 1.28], [-3.40, 3.18, -0.53], [-1.41, 2.56, -1.83], [-2.03, 2.53, 1.10], [-1.27, 2.71, -2.90], [-1.57, 3.52, -1.33], [-0.86, -3.74, 2.12], [-1.62, -1.70, 2.71], [-2.81, 2.56, 3.09], [-2.22, 1.85, 2.49], [-0.05, -1.81, 1.28], [0.11, -4.04, 1.14], [-1.42, 1.64, 0.36], [-0.23, 3.43, 1.81], [0.54, -4.98, 0.80], [4.49, -0.47, 0.92], [2.24, -3.69, -0.69], [-3.44, 2.72, 0.47], [0.92, -0.74, -2.19], [2.31, -0.32, 0.38]], "charge": 2, "gap_ev": [6.11, 4.21], "e_homo_ev": [-15.0705, -15.0189]}

{"formula": "C7H16N", "method": "ωB97M-V/def2-TZVPD", "elements": ["C", "H", "H", "H", "C", "H", "H", "C", "H", "H", "C", "C", "H", "C", "H", "C", "H", "H", "H", "N", "H", "H", "H", "H"], "coordinates": [[0.49, -2.71, 0.83], [-0.67, 2.38, 1.91], [-1.02, -2.98, 2.34], [2.32, -3.31, -1.00], [-0.16, 2.94, 1.13], [0.64, 0.79, -0.11], [-1.78, 0.77, -2.01], [-0.65, 2.44, -0.22], [-1.02, 0.46, 0.51], [0.92, 2.78, 1.26], [-0.44, 0.92, -0.31], [-0.90, 0.26, -1.62], [-1.17, -0.79, -1.49], [-0.54, -2.28, 1.66], [-0.14, 0.31, -2.40], [2.01, -2.27, -0.96], [2.48, -1.52, -1.59], [0.75, -0.90, -0.16], [-0.88, -1.25, 1.66], [1.06, -1.91, -0.15], [-0.20, 2.94, -1.08], [0.90, -3.72, 0.84], [-0.29, 4.01, 1.28], [-1.73, 2.64, -0.30]], "s_squared": 0.756, "charge": 2, "spin_multiplicity": 2, "gap_ev": [5.91, 3.03], "relative_energy_ev": 4.556, "e_homo_ev": [-17.7194, -17.6827]}

{"formula": "C36H44AsN4O9P2STi", "method": "ωB97M-V/def2-TZVPD", "elements": ["P", "H", "H", "C", "As", "C", "C", "C", "H", "C", "C", "H", "S", "C", "H", "H", "C", "H", "C", "C", "C", "H", "H", "H", "H", "C", "C", "O", "H", "H", "H", "N", "H", "O", "C", "H", "C", "O", "C", "H", "C", "H", "N", "O", "H", "H", "C", "H", "H", "H", "H", "C", "H", "C", "N", "H", "C", "H", "H", "H", "C", "C", "C", "C", "H", "H", "H", "H", "H", "H", "H", "H", "C", "H", "C", "Ti", "C", "H", "O", "C", "O", "C", "O", "C", "H", "H", "O", "P", "C", "H", "C", "O", "C", "H", "N", "H", "C", "C"], "coordinates": [[-0.82, 1.43, 2.26], [2.92, -0.65, 3.37], [5.94, -4.72, -1.69], [-2.91, -5.02, -1.88], [3.10, -0.45, 1.08], [-5.07, -3.69, -2.99], [-2.79, -2.43, 2.01], [0.80, -4.62, -2.23], [-1.77, -2.57, 4.86], [-2.39, 1.25, 1.33], [4.14, -1.86, 0.19], [-3.19, 1.08, 2.05], [2.15, -0.51, -2.18], [-1.31, -3.21, -2.55], [1.42, 2.49, 0.30], [-0.48, 2.00, -4.40], [-1.06, -2.59, -1.17], [0.31, 5.60, -0.98], [-2.72, -3.80, -2.52], [0.42, -5.77, -4.74], [4.90, -2.86, -1.87], [0.67, -2.73, 3.36], [4.97, -2.82, -2.95], [-4.33, -6.52, -1.30], [-2.07, -5.54, -1.44], [-0.70, 3.22, 2.55], [-0.44, 2.51, -1.47], [0.45, 0.96, 1.59], [-1.54, 3.61, 3.12], [2.47, 3.38, -0.81], [-5.92, -3.17, -3.43], [-1.26, 2.70, -2.58], [0.38, -3.56, 1.83], [-0.57, 1.53, -0.73], [-1.31, -0.81, 3.72], [-3.64, -2.18, -3.56], [-0.61, 2.95, -3.87], [-0.18, 0.01, -3.10], [1.51, -6.14, -3.96], [-1.70, 1.05, 7.12], [-1.13, 0.58, 3.81], [-3.22, 2.37, -3.19], [-0.92, -1.23, -1.27], [-1.03, -3.22, -0.13], [-1.23, 3.62, -4.47], [0.37, 3.39, -3.72], [-0.48, -4.84, -4.26], [-3.48, -1.77, 1.48], [-0.88, -2.09, -4.33], [-2.19, 0.93, -3.27], [1.52, 4.26, 0.41], [-5.27, -4.90, -2.36], [2.56, -5.85, -2.12], [-2.42, 1.83, -2.69], [0.41, 3.54, -1.20], [0.96, -4.17, -1.26], [4.68, -2.93, 0.89], [-0.73, -3.83, 3.19], [1.09, 5.09, -2.48], [5.77, -4.78, 0.79], [5.34, -3.96, 0.23], [4.28, -1.82, -1.20], [5.44, -3.92, -1.16], [-1.27, 1.24, 5.03], [-2.75, 1.53, -1.70], [4.59, -2.94, 1.97], [2.21, -6.88, -4.33], [-1.13, 2.32, 5.08], [-0.67, 3.69, 1.57], [0.27, -6.22, -5.71], [-1.35, -4.56, -4.85], [-3.18, -2.62, 3.01], [-4.18, -5.57, -1.79], [-0.67, 4.96, -2.31], [1.70, -5.57, -2.72], [0.52, -0.43, -0.08], [-0.30, -4.26, -3.00], [-2.03, -1.40, 6.99], [3.61, -0.97, 2.77], [0.28, 4.86, -1.78], [1.57, -1.29, 1.06], [-1.59, 0.54, 6.17], [3.83, -0.74, -1.92], [-0.10, -3.10, 2.68], [-2.73, -3.37, 1.46], [-6.26, -5.33, -2.30], [1.57, -1.75, -1.60], [-1.09, -1.67, 2.07], [-1.78, -0.84, 6.10], [-2.32, 0.43, 0.62], [1.52, 3.40, -0.27], [1.83, 0.54, -1.13], [-3.80, -3.13, -3.07], [-2.58, 2.18, 0.79], [-1.20, -2.01, -3.38], [0.24, 3.42, 3.08], [-1.63, -1.50, 4.89], [-0.72, -0.98, -2.62]], "s_squared": 0.752, "spin_multiplicity": 2, "gap_ev": [7.32, 8.45], "relative_energy_ev": 0.359, "e_homo_ev": [-6.9483, -8.0759]}

{"formula": "C2H8N", "method": "ωB97M-V/def2-TZVPD", "elements": ["C", "H", "N", "H", "H", "H", "H", "H", "C", "H", "H"], "coordinates": [[-1.93, 0.15, 0.54], [-0.82, -0.12, -1.31], [1.57, 0.18, -0.16], [0.35, 0.34, -0.07], [1.62, -0.78, -0.57], [-2.45, -0.36, 1.34], [1.92, 0.95, -0.90], [2.10, 0.39, 0.69], [-1.03, -0.42, -0.32], [-1.90, 1.24, 0.77], [-1.04, -1.50, -0.27]], "charge": 1, "gap_ev": 10.85, "relative_energy_ev": 2.406, "e_homo_ev": -15.1757}

> What is the formula in the second record?

C34H26I2N4O2P2ScSe2

What did the eighth record say?
{"formula": "C2H8N", "method": "ωB97M-V/def2-TZVPD", "elements": ["C", "H", "N", "H", "H", "H", "H", "H", "C", "H", "H"], "coordinates": [[-1.93, 0.15, 0.54], [-0.82, -0.12, -1.31], [1.57, 0.18, -0.16], [0.35, 0.34, -0.07], [1.62, -0.78, -0.57], [-2.45, -0.36, 1.34], [1.92, 0.95, -0.90], [2.10, 0.39, 0.69], [-1.03, -0.42, -0.32], [-1.90, 1.24, 0.77], [-1.04, -1.50, -0.27]], "charge": 1, "gap_ev": 10.85, "relative_energy_ev": 2.406, "e_homo_ev": -15.1757}